--- one ---
A structure of composition C24H19ClN13O2PdSSe. Source: the Open Molecules 2025 dataset; level of theory: ωB97M-V with the def2-TZVPD basis set.

* multiplicity: 5
* frontier orbital gap (alpha / beta): 8.69 / 4.85 eV
* HOMO level (alpha / beta): -11.319 / -11.305 eV
* net charge: +1

The geometry in XYZ format:
```
62
Properties=species:S:1:pos:R:3:mulliken_charge:R:1
Pd 0.87 0.56 0.97 0.195
N 3.95 2.22 1.98 0.031
C 3.59 2.33 0.66 0.212
N 4.26 3.07 -0.21 -0.355
N 3.57 2.96 -1.33 -0.680
N 2.52 2.17 -1.14 -0.548
N 2.52 1.76 0.12 0.819
C 3.24 1.58 2.92 0.170
N 3.56 1.55 4.22 -0.291
N 2.63 0.83 4.78 -0.519
N 1.75 0.41 3.84 -0.448
N 2.12 0.87 2.67 0.801
H 4.80 2.69 2.27 0.277
Cl -1.31 -5.79 2.63 -0.193
C -1.59 -4.15 2.15 0.285
C -2.75 -3.83 1.45 -0.733
C -2.96 -2.52 1.06 -0.617
C -2.02 -1.54 1.33 0.227
C -0.89 -1.88 2.06 0.145
C -0.66 -3.18 2.47 -0.966
C -2.27 -0.16 0.81 -0.252
O -3.39 0.25 0.59 -0.659
O -1.20 0.57 0.50 0.502
H -3.47 -4.61 1.22 0.460
H -3.86 -2.25 0.51 0.501
H -0.17 -1.13 2.37 0.857
H 0.22 -3.44 3.04 0.499
C -3.44 3.42 -0.23 -0.947
N -2.24 3.22 -1.04 0.171
C -1.00 2.98 -0.59 -0.152
Se -0.51 3.01 1.22 0.071
N -0.19 2.69 -1.61 0.406
C -0.92 2.72 -2.78 0.627
C -0.55 2.50 -4.11 -0.737
C -1.56 2.60 -5.04 -0.588
C -2.88 2.91 -4.68 -0.584
C -3.25 3.14 -3.37 -0.884
C -2.23 3.04 -2.42 0.716
H -3.19 4.01 0.64 0.394
H -3.84 2.46 0.07 0.325
H -4.17 3.97 -0.83 0.367
H 0.81 2.49 -1.52 0.152
H 0.47 2.26 -4.38 0.502
H -1.33 2.44 -6.09 0.418
H -3.64 2.98 -5.45 0.415
H -4.27 3.37 -3.10 0.365
N -0.73 -0.97 -1.87 -0.234
C 0.12 -1.74 -1.16 0.462
N 0.99 -1.28 -0.29 0.006
C 1.74 -2.33 0.27 -0.671
C 2.76 -2.21 1.21 0.031
C 3.38 -3.35 1.69 -0.868
C 3.01 -4.62 1.23 -0.536
C 2.01 -4.75 0.27 -0.518
C 1.40 -3.60 -0.19 0.863
S 0.13 -3.46 -1.38 -0.262
H -0.96 -0.08 -1.46 -0.107
H -1.44 -1.42 -2.42 0.277
H 3.06 -1.23 1.55 0.488
H 4.17 -3.26 2.42 0.430
H 3.50 -5.50 1.61 0.421
H 1.73 -5.73 -0.10 0.457
```

---

--- two ---
A structure of composition C24H19ClN13O2PdSSe. Source: the Open Molecules 2025 dataset; level of theory: ωB97M-V with the def2-TZVPD basis set.

* multiplicity: 5
* frontier orbital gap (alpha / beta): 8.59 / 4.37 eV
* HOMO level (alpha / beta): -11.146 / -11.164 eV
* net charge: +1

The geometry in XYZ format:
```
62
Properties=species:S:1:pos:R:3:mulliken_charge:R:1
Pd 0.67 0.28 -1.77 0.132
N -0.34 -2.75 -3.67 0.043
C -0.70 -1.54 -4.15 0.256
N -1.59 -1.31 -5.14 -0.332
N -1.68 -0.02 -5.21 -0.578
N -0.89 0.55 -4.32 -0.331
N -0.27 -0.38 -3.63 0.690
C 0.25 -2.89 -2.45 0.023
N 0.68 -4.04 -1.93 -0.403
N 1.14 -3.73 -0.75 -0.781
N 1.02 -2.44 -0.53 -0.213
N 0.46 -1.87 -1.59 0.926
H -0.52 -3.58 -4.22 0.300
Cl 5.79 -0.42 2.56 -0.194
C 5.20 -0.25 0.95 0.193
C 6.09 0.09 -0.07 -0.580
C 5.62 0.27 -1.35 -0.700
C 4.25 0.17 -1.58 0.148
C 3.37 -0.24 -0.59 2.263
C 3.85 -0.43 0.69 -0.948
C 3.66 0.51 -2.98 0.275
O 4.50 0.43 -3.88 -0.312
O 2.45 0.81 -3.01 -0.605
H 7.14 0.21 0.16 0.445
H 6.28 0.53 -2.17 0.502
H 2.31 -0.35 -0.86 -0.539
H 3.19 -0.72 1.51 0.571
C -0.88 3.29 2.24 -1.059
N -0.49 1.90 2.17 0.367
C 0.34 1.35 1.27 -0.442
Se 1.18 2.22 -0.17 -0.335
N 0.48 0.04 1.57 0.769
C -0.28 -0.26 2.69 0.725
C -0.46 -1.45 3.39 -0.768
C -1.33 -1.41 4.46 -0.671
C -1.99 -0.23 4.81 -0.690
C -1.80 0.95 4.13 -0.663
C -0.92 0.92 3.06 0.289
H -0.43 3.83 1.41 0.322
H -0.53 3.72 3.18 0.375
H -1.96 3.37 2.18 0.365
H 1.02 -0.65 1.08 -0.181
H 0.06 -2.35 3.09 0.522
H -1.51 -2.31 5.03 0.438
H -2.67 -0.25 5.66 0.432
H -2.32 1.86 4.42 0.501
N -1.22 2.82 -2.42 -0.222
C -1.91 2.00 -1.61 0.092
N -1.56 0.77 -1.28 0.774
C -2.49 0.18 -0.44 -1.079
C -2.49 -1.13 0.02 0.076
C -3.52 -1.56 0.85 -0.797
C -4.53 -0.69 1.25 -0.598
C -4.55 0.62 0.80 -0.589
C -3.54 1.03 -0.05 0.878
S -3.36 2.58 -0.82 -0.259
H -0.71 2.37 -3.17 0.200
H -1.65 3.69 -2.67 0.267
H -1.70 -1.80 -0.28 0.344
H -3.54 -2.59 1.18 0.459
H -5.32 -1.05 1.89 0.433
H -5.34 1.30 1.08 0.475
```

---

Least stable = two

---

--- one ---
A cluster of 2 separate species, C3H9NO2 in total. Source: the Open Molecules 2025 dataset; level of theory: ωB97M-V with the def2-TZVPD basis set.

* multiplicity: 2
* frontier orbital gap (alpha / beta): 8.38 / 3.48 eV
* HOMO level (alpha / beta): -13.326 / -13.275 eV
* net charge: +1

The geometry in XYZ format:
```
15
Properties=species:S:1:pos:R:3:mulliken_charge:R:1
C -0.99 2.00 -1.65 -0.444
O -2.31 1.52 -1.58 -0.499
H -2.44 0.71 -2.08 0.310
H -0.68 2.65 -0.83 0.228
H -0.29 1.17 -1.80 0.147
H -0.95 2.68 -2.51 0.282
C -0.02 -1.26 0.56 -0.777
C 1.10 -0.62 1.36 0.718
O 1.24 0.58 1.50 -0.105
N 1.84 -1.52 2.07 -0.380
H -0.09 -0.88 -0.46 0.233
H -1.01 -0.90 0.87 0.334
H 2.82 -1.31 2.21 0.322
H 1.84 -2.47 1.69 0.309
H -0.07 -2.34 0.66 0.324
```

---

--- two ---
A cluster of 2 separate species, C3H9NO2 in total. Source: the Open Molecules 2025 dataset; level of theory: ωB97M-V with the def2-TZVPD basis set.

* multiplicity: 2
* frontier orbital gap (alpha / beta): 11.35 / 4.98 eV
* HOMO level (alpha / beta): -15.137 / -14.170 eV
* net charge: +1

The geometry in XYZ format:
```
15
Properties=species:S:1:pos:R:3:mulliken_charge:R:1
C -0.55 1.57 -0.86 -0.470
C -0.28 0.29 0.05 -0.424
C 0.57 -0.75 -0.61 -0.109
O 0.16 -1.77 -1.08 -0.312
N -1.30 2.47 -0.06 -0.190
H -1.04 1.26 -1.77 0.357
H 0.44 2.01 -0.97 0.352
H -1.21 -0.11 0.43 0.415
H 0.28 0.67 0.92 0.371
H 1.66 -0.75 -0.44 0.376
H -2.28 2.58 -0.30 0.305
H -0.86 3.38 0.06 0.310
H 0.47 -2.21 1.70 0.335
H 1.91 -2.38 1.77 0.338
O 1.25 -1.73 2.03 -0.653
```

---

Least stable = one

---

--- one ---
A cluster of 5 separate species, C2H15NO4 in total. Source: the Open Molecules 2025 dataset; level of theory: ωB97M-V with the def2-TZVPD basis set.

* multiplicity: 1
* SMILES string: CCN.O.O.O.O
* frontier orbital gap: 10.10 eV
* HOMO level: -9.669 eV
* net charge: 0

The geometry in XYZ format:
```
22
Properties=species:S:1:pos:R:3:mulliken_charge:R:1
C -0.58 0.72 -2.95 -1.046
C -1.51 1.33 -1.94 -0.304
N -0.89 1.58 -0.65 -0.517
H -0.11 -0.20 -2.62 0.288
H -1.07 0.54 -3.91 0.334
H 0.27 1.38 -3.15 0.263
H -1.89 2.28 -2.32 0.303
H -2.48 0.80 -1.87 0.301
H -1.56 2.08 -0.04 0.279
H -0.80 0.71 -0.13 0.104
H 1.90 3.09 1.02 0.331
H 2.75 1.88 0.88 0.327
O 2.41 2.47 1.56 -0.697
H 1.81 -6.13 1.45 0.323
H 1.71 -4.60 1.35 0.314
O 2.31 -5.32 1.58 -0.636
H -1.59 -0.37 2.09 0.337
H -2.29 -1.07 0.92 0.311
O -2.46 -0.67 1.79 -0.644
H 1.29 -0.55 2.97 0.330
H 1.55 0.48 1.95 0.348
O 1.24 -0.43 2.01 -0.647
```

---

--- two ---
A cluster of 5 separate species, C2H15NO4 in total. Source: the Open Molecules 2025 dataset; level of theory: ωB97M-V with the def2-TZVPD basis set.

* multiplicity: 1
* SMILES string: CNC.O.O.O.O
* frontier orbital gap: 9.32 eV
* HOMO level: -8.988 eV
* net charge: 0

The geometry in XYZ format:
```
22
Properties=species:S:1:pos:R:3:mulliken_charge:R:1
C 2.27 -0.35 -1.53 -0.848
N 1.47 0.68 -0.91 -0.235
C 0.18 0.93 -1.55 -0.921
H 1.93 -1.35 -1.21 0.225
H 2.04 -0.43 -2.61 0.293
H 3.34 -0.19 -1.43 0.337
H 1.95 1.53 -0.68 0.172
H 0.31 1.53 -2.47 0.351
H -0.53 1.57 -0.99 0.261
H -0.31 -0.04 -1.70 0.377
H -1.16 0.55 1.40 0.321
H 0.11 0.27 0.73 0.377
O -0.24 0.41 1.63 -0.705
H -1.19 -1.67 2.98 0.332
H -1.67 -3.06 2.87 0.294
O -1.95 -2.22 3.23 -0.627
H -1.46 -2.76 -0.08 0.298
H -1.25 -2.62 -1.61 0.312
O -1.60 -2.17 -0.85 -0.610
H -0.10 3.38 1.92 0.326
H -1.22 2.55 1.44 0.294
O -0.92 3.46 1.43 -0.624
```

---

Least stable = two

---

--- one ---
A cluster of 5 separate species, C2H15NO4 in total. Source: the Open Molecules 2025 dataset; level of theory: ωB97M-V with the def2-TZVPD basis set.

* multiplicity: 1
* SMILES string: CCN.O.O.O.O
* frontier orbital gap: 10.77 eV
* HOMO level: -10.326 eV
* net charge: 0

The geometry in XYZ format:
```
22
Properties=species:S:1:pos:R:3:mulliken_charge:R:1
C -1.90 2.42 -1.24 -0.996
C -0.60 1.98 -1.85 -0.426
N -0.40 0.64 -1.50 -0.537
H -2.83 1.83 -1.65 0.247
H -2.21 3.49 -1.21 0.342
H -1.89 2.13 -0.25 0.236
H 0.10 2.65 -1.28 0.246
H -0.44 2.21 -2.85 0.424
H 0.63 0.44 -1.60 0.294
H -1.02 0.12 -2.13 0.198
H 1.48 -0.21 3.20 0.323
H 2.30 -0.77 2.10 0.307
O 2.33 -0.69 3.05 -0.633
H -0.34 -2.50 1.73 0.293
H 0.09 -3.56 2.49 0.287
O 0.21 -3.29 1.62 -0.603
H 0.87 -2.56 -0.40 0.340
H 2.38 -2.32 -0.27 0.302
O 1.72 -2.43 -0.95 -0.635
H -0.68 0.24 1.60 0.319
H -0.02 0.17 0.21 0.281
O 0.22 0.00 1.18 -0.608
```

---

--- two ---
A structure of composition C2H15NO4. Source: the Open Molecules 2025 dataset; level of theory: ωB97M-V with the def2-TZVPD basis set.

* multiplicity: 1
* frontier orbital gap: 10.42 eV
* HOMO level: -9.984 eV
* net charge: 0

The geometry in XYZ format:
```
22
Properties=species:S:1:pos:R:3:mulliken_charge:R:1
H 0.50 -0.42 0.76 0.322
O 1.51 -0.84 0.24 -0.863
N -0.58 0.22 1.13 -0.198
H 2.18 -0.32 0.74 0.251
H -0.70 0.01 2.12 0.334
C -1.53 -0.70 0.37 -0.685
H -1.20 -1.72 0.38 0.277
H -2.59 -0.60 0.64 0.337
H -1.55 -0.18 -0.60 0.190
C -0.56 1.62 0.77 -0.931
H -1.47 2.08 0.38 0.361
H -0.41 2.22 1.70 0.354
H 0.27 1.92 0.12 0.274
O 0.79 -0.19 -2.27 -0.683
H 0.99 -0.22 -1.29 0.313
H 0.76 -1.14 -2.47 0.320
O 1.28 -0.76 3.28 -0.641
H 2.03 -0.34 2.85 0.289
H 1.21 -1.60 2.78 0.346
O -1.37 0.85 -3.38 -0.655
H -0.66 0.62 -3.99 0.301
H -0.82 0.90 -2.58 0.387
```

---

Least stable = two

---

--- one ---
A cluster of 2 separate species, C5H9N5O2 in total. Source: the Open Molecules 2025 dataset; level of theory: ωB97M-V with the def2-TZVPD basis set.

* multiplicity: 1
* SMILES string: C=CC(=O)NN.On1ccnn1
* frontier orbital gap: 9.66 eV
* HOMO level: -9.294 eV
* net charge: 0

The geometry in XYZ format:
```
21
Properties=species:S:1:pos:R:3:mulliken_charge:R:1
C -2.37 0.22 0.61 0.628
C -3.28 -0.08 -0.53 -0.325
C -4.59 -0.12 -0.33 -0.620
C 3.93 -0.39 0.13 -0.003
C 3.14 -1.50 0.36 -0.605
H 0.06 0.84 -1.20 0.226
H 0.16 -0.77 -0.86 0.294
H -0.44 0.45 1.15 0.201
H -2.81 -0.24 -1.50 0.307
H -4.99 0.07 0.67 0.271
H -5.29 -0.33 -1.14 0.256
H 2.41 2.33 0.06 0.398
H 4.99 -0.22 -0.03 0.411
H 3.43 -2.54 0.42 0.418
N -0.48 0.03 -0.90 -0.598
N -1.03 0.25 0.36 0.083
N 3.03 0.59 0.15 0.430
N 1.86 -1.12 0.49 -0.512
N 1.78 0.19 0.36 -0.137
O -2.78 0.43 1.75 -0.656
O 3.29 1.92 -0.02 -0.464
```

---

--- two ---
A cluster of 2 separate species, C5H9N5O2 in total. Source: the Open Molecules 2025 dataset; level of theory: ωB97M-V with the def2-TZVPD basis set.

* multiplicity: 1
* frontier orbital gap (alpha / beta): 8.18 / 8.80 eV
* HOMO level (alpha / beta): -9.517 / -9.792 eV
* net charge: 0

The geometry in XYZ format:
```
21
Properties=species:S:1:pos:R:3:mulliken_charge:R:1
C -1.08 -0.03 0.22 0.201
C 1.67 -0.38 -0.90 -0.648
C 2.06 0.51 1.23 -0.518
C 2.09 0.95 -0.22 -0.073
C -2.64 -1.70 -0.55 -0.767
N -1.17 1.19 0.62 -0.087
N -2.47 1.55 0.61 -0.607
N -3.21 0.59 0.21 -0.396
N -2.38 -0.44 0.02 0.546
N 0.96 -1.13 0.10 0.040
O 1.48 -0.81 1.26 -0.198
O 1.26 2.05 -0.52 -0.564
H 1.05 -0.26 -1.75 0.265
H 2.54 -0.85 -1.23 0.413
H 2.98 0.62 1.81 0.349
H 1.31 1.17 1.81 0.307
H 3.04 1.23 -0.61 0.471
H -1.77 -2.38 -0.03 0.260
H -3.59 -2.05 -0.25 0.336
H -2.61 -1.60 -1.72 0.232
H 0.48 1.76 -0.12 0.439
```

---

Least stable = two